#one
Entry from the Open Molecules 2025 dataset: a single C3H3ClFNO3 molecule (wB97M-V/def2-TZVPD).

Geometry as XYZ:
```
12
C3H3ClFNO3 (wB97M-V/def2-TZVPD)
C -0.4123 -0.1037 -0.1514
C 0.1993 0.7164 -1.2720
C -1.7404 0.0355 0.2013
N 1.6435 -0.8583 1.3411
O 2.1702 0.1723 1.3683
O 0.2252 -1.0501 0.5690
O 1.9069 -1.9564 1.7039
F -2.4703 0.9070 -0.4872
Cl -2.6039 -0.9126 1.3424
H -0.3333 0.7745 -2.1469
H 1.1957 0.4362 -1.5597
H 0.2194 1.8392 -0.9089
```

Values from the calculation:
Frontier orbital gap (spin up / spin down), Ha: 0.3205 / 0.3205
Structure (SMILES): C/C(O[N+](=O)[O-])=C(\F)Cl

=====

#two
Entry from the Open Molecules 2025 dataset: C3H3ClFNO3 as an isolated structure (wB97M-V/def2-TZVPD).

Geometry as XYZ:
```
12
C3H3ClFNO3 (wB97M-V/def2-TZVPD)
C 0.6054 0.7286 0.4632
C -0.3311 1.6967 -0.2569
C 0.5654 -0.8435 0.0875
N -0.7190 -1.6935 0.3124
O -0.6234 -2.7609 0.8624
O 1.4758 0.9339 1.2297
O -1.7594 -1.1848 0.0045
F 0.4008 -0.6216 -1.6404
Cl 1.9539 -1.7734 0.4437
H 0.0252 2.6212 -0.1842
H -1.3464 1.4764 -0.0420
H -0.2471 1.4208 -1.2800
```

Values from the calculation:
Frontier orbital gap, Ha: 0.3594

=====

The winner here is #two, beating the second structure by 38.2 kJ/mol.

=====

#one
Entry from the Open Molecules 2025 dataset: a 3-piece molecular cluster, C2H9NO4 overall (wB97M-V/def2-TZVPD).

Geometry as XYZ:
```
16
C2H9NO4 (wB97M-V/def2-TZVPD)
O -0.6851 -0.0046 2.3376
C -1.4870 -0.5667 1.7031
N -0.9525 -1.3450 0.6151
C 0.5303 -1.5870 0.5561
O 0.8882 -0.9111 -0.6990
H -2.5739 -0.6065 1.5327
H -1.4848 -1.8461 -0.2252
H 1.1482 -1.1529 1.2974
H 0.7879 -2.5840 0.2338
H 0.5317 0.0550 -0.6361
H 0.0537 2.2099 -1.1975
H -1.2943 2.1801 -1.6493
O -0.8143 2.1292 -0.7575
H 2.3188 0.7342 -2.0206
H 1.7378 1.2001 -3.2746
O 2.0090 1.5551 -2.3712
```

Values from the calculation:
Frontier orbital gap, Ha: 0.3692
Structure (SMILES): O=CNCO.O.O

=====

#two
Entry from the Open Molecules 2025 dataset: a 3-piece molecular cluster, C2H9NO4 overall (wB97M-V/def2-TZVPD).

Geometry as XYZ:
```
16
C2H9NO4 (wB97M-V/def2-TZVPD)
C -2.0042 0.3423 -1.5798
N -1.2931 1.5115 -1.0634
C -1.0284 1.7168 0.2619
O -0.5478 0.5909 0.8491
O -1.1747 2.7611 0.8423
H -1.4217 -0.5555 -1.4496
H -2.2962 0.5122 -2.6112
H -2.9177 0.1921 -0.9966
H -1.4270 2.3827 -1.5488
H -0.8692 0.5614 1.7607
H 1.2759 -4.5889 0.7834
H 0.7131 -6.0458 0.6184
O 1.3248 -5.3905 0.2605
H 3.4203 1.5777 1.7835
H 4.1988 2.6901 1.0153
O 4.0470 1.7419 1.0745
```

Values from the calculation:
Frontier orbital gap, Ha: 0.3766
Structure (SMILES): CNC(=O)O.O.O

=====

The winner here is #two, beating the second structure by 162.4 kJ/mol.

=====

#one
Entry from the Open Molecules 2025 dataset: a single CH2F2INOS molecule (wB97M-V/def2-TZVPD).

Geometry as XYZ:
```
9
CH2F2INOS (wB97M-V/def2-TZVPD)
C 0.8342 -0.6815 -0.1233
N -1.4370 0.6675 0.9262
O -0.4375 1.3660 -1.3425
F 1.0631 -1.5288 -1.1419
F 0.5170 -1.4398 0.9840
S -0.6651 0.3197 -0.3180
I 2.5429 0.6538 0.3641
H -1.1206 1.3688 1.4772
H -1.2970 -0.7257 -0.8258
```

Values from the calculation:
Frontier orbital gap, Ha: 0.3592
Structure (SMILES): N=[S@@H](=O)C(F)(F)I

=====

#two
Entry from the Open Molecules 2025 dataset: a 3-piece molecular cluster, CH2F2INOS overall (wB97M-V/def2-TZVPD).

Geometry as XYZ:
```
9
CH2F2INOS (wB97M-V/def2-TZVPD)
C 0.1176 -1.5899 0.3141
N 1.2799 2.4931 -1.3196
O 0.3174 -0.4214 0.1734
F 0.5251 -2.3281 1.2883
F -0.6018 -2.3394 -0.5390
S 2.2676 1.8986 -0.2603
I -3.2438 -0.2994 0.4894
H 1.6699 3.2669 -1.8772
H -2.3320 -0.6805 1.7309
```

Values from the calculation:
Frontier orbital gap (spin up / spin down), Ha: 0.2725 / 0.2728
Structure (SMILES): O=C(F)F.N=S.I

=====

The winner here is #two, beating the second structure by 93.2 kJ/mol.